Formula: C2H3I2NO2
Source: the Open Molecules 2025 dataset
Level of theory: the ωB97M-V functional and the def2-TZVPD basis

The electronic energy comes out at -23907.828 eV. The value obtained for the lowest unoccupied orbital energy is 0.4 eV. Its largest force on an atom is 1.77 eV/Å. The value obtained for the gap between HOMO and LUMO is 9.1637 eV.

```
! wB97M-V def2-TZVPD RIJCOSX def2/J DEFGRID3
* xyz 0 1
C -5.37 1.85 0.08
C 0.14 1.05 0.62
N 1.05 0.50 -0.11
O -5.49 1.96 -1.05
O -5.22 1.73 1.21
I -0.39 3.01 -0.03
I -3.18 -1.44 -0.02
H -2.38 -0.31 0.75
H 1.53 0.90 -0.92
H 1.34 -0.44 0.13
*
```



Formula: C10H10F3I2N3O4
Source: the Open Molecules 2025 dataset
Level of theory: the ωB97M-V functional and the def2-TZVPD basis

The electronic energy comes out at -47545.667 eV. The value obtained for the lowest unoccupied orbital energy is -0.3 eV. Its largest force on an atom is 2.72 eV/Å. The value obtained for the gap between HOMO and LUMO is 8.6915 eV.

```
! wB97M-V def2-TZVPD RIJCOSX def2/J DEFGRID3
* xyz 0 1
C -2.66 -3.38 -1.71
C -1.52 -2.59 -1.10
I 0.15 -3.84 -0.65
C -1.18 -1.37 -1.97
I -0.35 -2.11 -3.86
C -0.18 -0.40 -1.42
N 0.49 0.40 -2.20
N 1.24 1.16 -1.38
C 2.09 2.19 -1.96
F 1.94 3.34 -1.30
F 1.73 2.39 -3.21
F 3.36 1.81 -1.93
C 1.04 0.84 -0.09
C 1.68 1.50 1.08
C 0.65 2.04 2.09
O 0.49 1.08 3.12
C 0.09 1.59 4.31
O 0.58 2.53 4.83
N 0.15 -0.13 -0.11
C -0.42 -0.79 1.16
O 0.39 -1.49 1.73
O -1.58 -0.51 1.38
H -3.07 -4.06 -0.98
H -3.46 -2.71 -2.02
H -2.34 -3.97 -2.56
H -1.90 -2.19 -0.16
H -2.07 -0.83 -2.28
H 2.21 2.36 0.70
H 2.38 0.86 1.60
H -0.29 2.30 1.61
H 1.07 2.97 2.48
H -0.73 1.04 4.77
*
```